The following is a quantum chemistry calculation of 6 unconnected molecules or ions with the total composition C32H64FN2O6 at a distorted geometry, from the OMol25 dataset.

```
105
Properties=species:S:1:pos:R:3:forces:R:3:lowdin_charge:R:1
C 4.8628 -3.1038 -0.5266 0.3 0.3 1.0 -0.08
C 4.7366 -2.1512 0.6876 -0.1 0.4 -0.7 -0.16
C 3.6066 -1.0833 0.4851 1.1 -0.5 0.5 -0.29
F 2.7970 -1.4291 -0.5813 -0.2 0.3 0.0 0.01
C 4.2528 0.2782 0.2794 0.0 0.4 -0.1 -0.20
C 5.0009 0.6046 -1.0426 -0.6 0.7 0.8 -0.01
C 5.4018 2.0423 -0.6895 0.1 -1.2 -1.3 -0.19
C 6.6434 2.6940 -1.1970 0.0 0.1 1.3 0.04
N 4.5137 2.5452 0.0934 0.5 0.1 -0.9 0.18
C 3.4342 1.5745 0.4286 -0.5 0.2 1.7 -0.21
C 2.0954 1.7580 -0.2888 -0.3 0.9 -0.2 -0.10
C 0.9636 0.9122 0.3644 -0.2 0.2 -0.5 -0.08
C -0.0420 1.8053 1.1094 0.3 -0.1 1.7 -0.40
O 0.1867 2.0297 2.2833 -0.2 0.1 -1.1 0.10
N -1.2320 2.3319 0.4861 0.7 -0.2 0.1 0.10
C -2.0581 1.2966 -0.0719 0.3 0.0 -0.6 -0.29
C -1.9442 0.9409 -1.4041 0.7 0.6 -0.6 -0.06
C -2.7439 -0.0219 -1.9673 -0.2 -0.4 -0.6 -0.07
C -3.6699 -0.6747 -1.1762 -0.4 -0.3 -0.3 -0.07
C -3.7906 -0.3424 0.1532 -0.5 -0.5 -0.1 -0.07
C -2.9810 0.6290 0.6891 -0.2 0.2 1.7 -0.02
H 4.0994 -3.8778 -0.4470 0.1 0.1 -0.5 0.08
H 4.7932 -2.5207 -1.4470 -0.2 -0.3 0.0 0.07
H 5.8562 -3.5602 -0.4907 -0.2 -0.1 -0.1 0.08
H 5.6870 -1.6109 0.7899 -0.1 -0.1 0.1 0.10
H 4.5743 -2.6680 1.6360 0.0 -0.1 -0.2 0.12
H 3.0134 -1.0658 1.4065 -0.2 0.1 -0.3 0.15
H 4.9977 0.3772 1.0826 -0.1 -0.3 -0.1 0.16
H 4.2278 0.6966 -1.8202 0.4 -0.2 -0.2 0.15
H 5.8026 -0.0647 -1.3490 0.0 0.2 0.0 0.14
H 6.9708 3.4177 -0.4385 -0.1 0.2 -0.5 0.10
H 6.5020 3.1681 -2.1710 0.0 -0.1 0.1 0.12
H 7.4336 1.9389 -1.2344 -0.2 0.1 -0.3 0.10
H 4.6189 3.4893 0.4533 -0.4 -0.1 0.0 0.19
H 3.2145 1.7940 1.4832 0.0 -0.4 -0.1 0.17
H 2.1365 1.6364 -1.3768 0.1 -0.3 0.2 0.12
H 1.8063 2.8101 -0.1320 0.3 -0.1 -0.2 0.12
H 1.3988 0.2616 1.1235 -0.3 -0.1 -0.2 0.10
H 0.4508 0.3317 -0.4069 0.2 -0.1 0.2 0.11
H -0.9489 2.9878 -0.2383 -0.2 0.0 0.0 0.13
H -1.1983 1.4417 -2.0250 -0.1 0.0 0.1 0.11
H -2.6689 -0.2821 -3.0236 0.1 0.2 0.4 0.08
H -4.3211 -1.4302 -1.6056 0.1 0.1 0.0 0.11
H -4.5342 -0.8512 0.7537 0.2 0.1 0.1 0.10
H -3.0984 0.8537 1.7475 0.1 0.2 -0.2 0.12
C -1.9489 0.0253 -6.9342 0.1 0.1 0.1 -0.06
C -1.6558 -0.9632 -5.8176 -0.4 -0.2 -0.6 -0.49
C -1.3533 -2.3473 -6.3700 0.1 -0.1 0.2 -0.06
O -2.7756 -1.0363 -4.9288 0.2 0.0 0.1 -0.08
H -2.8263 -0.2892 -7.5071 0.1 -0.1 0.0 0.09
H -2.1727 1.0112 -6.5242 0.1 0.0 0.0 0.08
H -1.1040 0.1172 -7.6155 0.0 0.0 0.0 0.06
H -0.8070 -0.6099 -5.2280 -0.1 0.0 0.2 0.14
H -2.2107 -2.7364 -6.9254 0.0 0.1 -0.1 0.08
H -1.1525 -3.0486 -5.5586 0.0 0.0 0.0 0.08
H -0.4890 -2.3267 -7.0357 0.0 0.0 0.0 0.08
H -3.5338 -1.3474 -5.4351 0.0 0.0 0.0 0.10
C 0.8021 0.9620 5.2858 0.1 0.0 -0.1 -0.07
C 1.2021 -0.4878 5.5060 -0.2 0.4 0.6 -0.50
C 0.3045 -1.1591 6.5342 0.0 -0.2 0.0 -0.06
O 2.5623 -0.5534 5.9402 0.1 -0.2 -0.3 -0.06
H 0.8953 1.5367 6.2122 -0.1 -0.1 0.1 0.09
H 1.4569 1.4332 4.5532 -0.1 0.0 -0.1 0.06
H -0.2264 1.0371 4.9318 0.0 0.1 0.0 0.06
H 1.1459 -1.0313 4.5605 0.2 0.0 0.0 0.13
H 0.3825 -0.6551 7.5016 0.0 0.1 -0.1 0.08
H 0.6061 -2.1959 6.6883 0.0 0.0 -0.1 0.08
H -0.7401 -1.1431 6.2165 0.0 0.0 0.0 0.07
H 2.6279 -0.0783 6.7755 0.0 0.0 0.0 0.09
C -4.1794 -3.1014 4.3293 0.1 0.2 0.1 -0.06
C -4.9405 -3.1538 3.0136 0.3 -0.6 0.2 -0.49
C -5.6935 -4.4661 2.8618 -0.2 0.0 -0.1 -0.06
O -4.0291 -2.9918 1.9231 -0.2 0.3 -0.1 -0.07
H -3.4372 -3.9041 4.3768 -0.1 -0.1 0.0 0.08
H -3.6390 -2.1576 4.4206 -0.1 0.0 0.0 0.07
H -4.8531 -3.2000 5.1813 0.0 0.0 0.0 0.08
H -5.6430 -2.3201 2.9640 0.1 0.1 -0.1 0.14
H -4.9994 -5.3113 2.8636 0.0 0.0 0.1 0.08
H -6.2280 -4.4927 1.9114 0.0 0.0 0.0 0.08
H -6.4125 -4.6056 3.6702 0.0 0.0 0.0 0.08
H -3.4007 -3.7210 1.9521 0.0 0.0 0.0 0.09
C -3.2231 1.7196 6.2146 -0.1 0.1 -0.2 -0.06
C -4.1471 0.9916 7.1786 0.7 -0.1 0.1 -0.49
C -3.5902 1.0030 8.5939 -0.2 0.0 0.1 -0.06
O -4.3285 -0.3573 6.7448 -0.3 0.0 -0.1 -0.06
H -2.2442 1.2326 6.1763 0.0 0.0 0.1 0.06
H -3.6306 1.6959 5.2026 0.0 0.0 0.0 0.08
H -3.0825 2.7608 6.5095 0.0 0.0 0.0 0.08
H -5.1312 1.4617 7.1684 -0.1 -0.2 -0.1 0.14
H -2.6223 0.4939 8.6313 0.0 0.1 -0.1 0.08
H -4.2583 0.4709 9.2718 0.0 0.0 0.0 0.08
H -3.4608 2.0225 8.9607 0.0 0.0 0.0 0.08
H -3.4661 -0.7863 6.7499 0.0 0.0 0.0 0.07
C 2.0229 3.3267 -8.6909 0.0 0.0 0.2 -0.07
C 1.6225 1.8758 -8.9130 -0.1 0.4 -0.6 -0.50
C 2.1028 1.3714 -10.2651 0.0 -0.2 0.0 -0.06
O 0.2030 1.7500 -8.8280 0.1 -0.2 0.3 -0.07
H 1.5738 3.9715 -9.4508 0.1 -0.1 -0.1 0.08
H 1.6657 3.6781 -7.7215 0.0 0.0 0.0 0.08
H 3.1068 3.4488 -8.7291 0.0 0.0 0.0 0.08
H 2.0418 1.2539 -8.1197 -0.2 0.0 0.0 0.14
H 1.6561 1.9545 -11.0748 0.1 0.1 0.0 0.08
H 1.8027 0.3336 -10.4147 0.0 0.0 0.0 0.08
H 3.1888 1.4359 -10.3495 0.0 0.0 0.0 0.08
H -0.1839 2.2936 -9.5230 0.0 0.0 0.0 0.09
```
Positions in Å, forces in eV/Å.

## Properties
- HOMO (eV) = -10.6
- multiplicity = 1
- net charge = +1
- HOMO-LUMO gap (eV) = 6.7411